1.
{
  "formula": "C24H52N3O6",
  "method": "wB97M-V/def2-TZVPD",
  "lumo_energy_ev": [0.6062, 0.3246],
  "s_squared": 0.75,
  "spin_multiplicity": 2,
  "orbital_gap_ev": [8.97, 9.06],
  "homo_ev": [-8.4, -8.7],
  "total_energy_ev": -42477.673,
  "symbols": ["C", "C", "C", "C", "C", "C", "C", "C", "O", "C", "C", "C", "C", "N", "O", "H", "H", "H", "H", "H", "H", "H", "H", "H", "H", "H", "H", "H", "H", "H", "H", "H", "H", "H", "H", "H", "H", "C", "O", "C", "C", "N", "C", "C", "O", "C", "H", "H", "H", "H", "H", "H", "H", "H", "H", "H", "H", "H", "H", "H", "H", "C", "O", "C", "C", "N", "C", "C", "O", "C", "H", "H", "H", "H", "H", "H", "H", "H", "H", "H", "H", "H", "H", "H", "H"],
  "coordinates": [[-3.3689, -6.0610, -0.1140], [-2.1453, -5.0117, -0.1802], [-0.8708, -5.8904, -0.5180], [-2.1018, -4.3772, 1.2999], [-0.9045, -3.2968, 1.4748], [0.3432, -4.1118, 1.9659], [1.2688, -3.1612, 2.9986], [1.3105, -1.5691, 2.6048], [0.5244, -2.1814, 3.8245], [-0.6000, -2.4651, 0.1516], [-1.3494, -2.8745, -1.1734], [-2.0648, -1.5370, -1.7256], [-0.2127, -3.1813, -2.2817], [-2.4062, -3.8864, -1.0884], [-2.9153, -4.2261, -2.2302], [-3.0093, -7.1090, -0.3614], [-3.7428, -6.1382, 0.9588], [-4.2520, -5.7400, -0.7263], [0.0967, -5.3077, -0.5550], [-0.9906, -6.5059, -1.4620], [-0.7547, -6.6280, 0.3385], [-2.0456, -5.1821, 2.0934], [-3.0782, -3.8221, 1.4238], [-1.3269, -2.5642, 2.2317], [0.0402, -4.9219, 2.6850], [1.0555, -4.4525, 1.1645], [2.2497, -3.6285, 3.4203], [0.3900, -1.0695, 2.2199], [2.2235, -0.9944, 2.9077], [0.5282, -2.4829, 0.0120], [-0.8345, -1.3736, 0.3699], [-2.5211, -1.6951, -2.7468], [-1.3603, -0.6600, -1.6967], [-2.9245, -1.3217, -1.0195], [-0.0052, -2.2314, -2.8433], [0.7477, -3.5512, -1.8168], [-0.5329, -3.9549, -3.0321], [2.1538, 4.2218, 7.5833], [1.0354, 4.5918, 6.7934], [1.3298, 5.6199, 5.8489], [1.2526, 5.0759, 4.4262], [2.3605, 4.1626, 4.1497], [2.2151, 3.4248, 2.8954], [1.0498, 2.4318, 2.7921], [1.1694, 1.3114, 3.6593], [0.6584, 1.5177, 4.9678], [1.8081, 3.5304, 8.3526], [2.9083, 3.7113, 6.9776], [2.5963, 5.0944, 8.0714], [2.2974, 6.0936, 6.0440], [0.5578, 6.3861, 5.9684], [1.2885, 5.9101, 3.7187], [0.2859, 4.5711, 4.3155], [2.4308, 3.4928, 4.9067], [3.1438, 2.8643, 2.7541], [2.1511, 4.1387, 2.0674], [1.0675, 2.0205, 1.7772], [0.0723, 2.9119, 2.9048], [-0.1865, 2.2105, 4.9816], [1.4483, 1.8678, 5.6348], [0.3183, 0.5526, 5.3496], [0.0900, 4.8155, -4.9730], [0.3162, 3.9613, -6.0823], [1.5753, 3.2919, -6.0287], [1.3753, 1.7937, -5.8252], [0.8851, 1.5050, -4.4782], [0.4465, 0.1215, -4.2963], [-0.7727, -0.3445, -5.1038], [-1.9884, 0.2930, -4.7291], [-2.2297, 1.5284, -5.3842], [-0.8275, 5.3743, -5.1606], [-0.0430, 4.2363, -4.0545], [0.9123, 5.5256, -4.8495], [2.2343, 3.7149, -5.2636], [2.0550, 3.4478, -6.9996], [2.3283, 1.2785, -5.9797], [0.6678, 1.4465, -6.5871], [0.1029, 2.1163, -4.2752], [0.2066, 0.0084, -3.2354], [1.2882, -0.5491, -4.5005], [-0.9177, -1.4070, -4.8829], [-0.6136, -0.2817, -6.1851], [-1.8113, 1.5549, -6.3933], [-1.8415, 2.3576, -4.7896], [-3.3110, 1.6631, -5.4570]],
  "forces_ev_per_a": [[0.0, 0.1, 0.6], [-0.8, -1.7, 2.5], [0.4, 0.0, 0.4], [0.5, 1.0, -1.1], [-1.1, -1.2, -0.3], [1.3, 2.0, 3.0], [-1.4, 2.9, -2.2], [-1.4, -2.7, 3.3], [3.0, -1.6, -1.4], [0.0, 0.1, 1.0], [1.4, 2.9, -1.7], [-0.8, -0.6, 0.7], [-0.2, -0.6, 0.0], [0.9, -1.6, -1.0], [0.1, 0.5, 0.8], [-0.6, 1.4, -0.1], [0.5, 0.2, -1.3], [1.0, -0.4, 0.3], [-1.2, -0.6, -0.1], [0.0, 1.0, 1.0], [-0.2, 0.8, -1.0], [0.0, 0.9, -1.0], [0.9, -0.7, -0.1], [1.1, -1.1, -0.5], [0.2, 0.3, -1.2], [-1.0, 0.2, 0.8], [-1.9, 1.0, -0.6], [1.7, -0.4, -1.0], [-1.2, -0.5, -0.3], [-1.4, 0.0, -0.1], [0.2, -1.4, -0.3], [0.8, 0.2, 1.1], [-0.7, -1.0, -0.2], [0.9, -0.1, -0.7], [-0.1, -0.9, 0.6], [-1.0, 0.4, -0.5], [0.1, 0.8, 0.7], [-0.3, -0.1, -0.1], [0.4, 0.1, 0.1], [-0.5, 0.0, -0.3], [0.3, -0.2, 0.3], [-0.2, 0.1, -0.1], [0.1, -0.2, 0.2], [0.3, -0.1, -0.3], [-0.3, 0.4, 0.0], [0.1, -0.4, 0.0], [-0.1, 0.1, -0.1], [0.2, 0.1, 0.1], [0.1, 0.0, 0.0], [0.0, -0.2, 0.0], [0.0, 0.0, 0.0], [0.0, 0.0, 0.0], [-0.2, 0.2, 0.0], [0.0, 0.1, 0.0], [-0.1, 0.0, -0.1], [-0.1, 0.0, 0.1], [0.0, 0.0, 0.0], [0.0, 0.0, 0.2], [0.1, 0.1, 0.0], [-0.1, 0.2, 0.1], [0.0, 0.0, -0.1], [-0.2, -0.1, -0.2], [0.2, 0.2, 0.4], [-0.1, -0.4, -0.5], [-0.2, 0.3, 0.3], [0.1, -0.1, -0.2], [-0.2, 0.2, 0.1], [0.0, -0.3, 0.4], [0.3, 0.0, -0.4], [-0.3, -0.1, 0.3], [0.0, -0.1, -0.1], [0.1, 0.1, 0.1], [0.0, 0.0, 0.1], [-0.2, 0.0, 0.1], [0.0, 0.0, 0.0], [0.0, 0.0, 0.0], [0.1, 0.0, -0.2], [0.1, 0.0, 0.0], [0.0, -0.1, -0.1], [0.0, 0.0, -0.1], [0.0, 0.0, 0.0], [0.0, 0.2, 0.0], [0.1, 0.0, 0.1], [0.1, 0.2, -0.2], [0.0, -0.1, 0.0]],
  "mulliken_charge": [-1.3421, 1.4762, -1.6650, -1.8715, 0.5278, -0.9155, -0.1024, -0.5279, -0.4527, -1.5354, 1.6911, -1.6014, -1.2558, 0.6297, -0.5972, 0.3168, 0.3282, 0.3329, 0.1562, 0.3987, 0.4397, 0.4606, 0.3867, 0.7422, 0.3985, 0.2763, 0.3737, 0.2108, 0.3716, 0.3186, 0.2421, 0.3468, 0.3247, 0.3989, -0.0125, 0.3921, 0.3326, -0.7233, -0.3368, -0.8121, -0.1908, -0.3297, -0.8175, -0.4550, -0.3348, -0.6989, 0.2403, 0.3067, 0.3426, 0.4036, 0.3921, 0.3887, 0.1718, 0.0877, 0.3922, 0.4155, 0.3493, 0.3426, 0.3155, 0.2334, 0.3097, -0.7218, -0.3422, -0.7863, -0.1645, -0.2935, -0.6975, -0.5806, -0.4036, -0.6114, 0.2406, 0.3045, 0.3442, 0.4091, 0.3914, 0.3532, 0.1869, 0.0789, 0.2996, 0.3787, 0.4071, 0.4284, 0.2998, 0.1967, 0.2958]
}



2.
{
  "formula": "C65H84HfIN2P3SeSi",
  "method": "wB97M-V/def2-TZVPD",
  "lumo_energy_ev": -0.1320,
  "spin_multiplicity": 1,
  "orbital_gap_ev": 7.13,
  "homo_ev": -7.3,
  "total_energy_ev": -182249.682,
  "symbols": ["Hf", "C", "C", "C", "P", "C", "C", "C", "C", "C", "C", "C", "C", "C", "Si", "C", "C", "C", "C", "C", "C", "P", "C", "C", "C", "C", "C", "C", "C", "C", "C", "C", "C", "C", "P", "C", "C", "C", "C", "C", "C", "H", "H", "H", "H", "H", "H", "H", "H", "H", "H", "H", "H", "H", "H", "H", "H", "H", "H", "H", "H", "H", "H", "H", "H", "H", "H", "H", "H", "H", "H", "H", "H", "H", "H", "H", "H", "H", "H", "H", "H", "H", "H", "H", "H", "H", "H", "H", "H", "H", "H", "H", "H", "H", "H", "I", "C", "C", "C", "C", "C", "C", "C", "C", "C", "C", "H", "H", "H", "H", "H", "H", "Se", "C", "N", "C", "C", "C", "C", "C", "C", "C", "C", "N", "C", "C", "C", "C", "C", "C", "C", "C", "C", "C", "H", "H", "H", "H", "H", "H", "H", "H", "H", "H", "H", "H", "H", "H", "H", "H", "H", "H", "H", "H", "H", "H", "H", "H"],
  "coordinates": [[0.2063, 0.5367, -0.7708], [-0.4844, 2.1226, 5.2469], [0.8732, 1.4290, 5.2126], [1.9918, 2.4576, 5.0341], [0.9444, 0.2067, 3.7966], [2.3621, -0.9374, 4.3392], [2.8726, -0.8606, 5.7775], [2.0557, -2.3962, 3.9833], [-0.5204, -0.8390, 4.1279], [-0.7543, -1.3504, 5.4054], [-1.7498, -2.2804, 5.6398], [-2.5053, -2.7346, 4.5703], [-2.3071, -2.1976, 3.3094], [-1.3436, -1.2114, 3.0523], [-1.4525, -0.2069, 1.3616], [-2.5200, 1.2646, 2.1060], [-3.3752, 0.9637, 3.1784], [-4.1222, 1.9201, 3.8412], [-4.0273, 3.2471, 3.4556], [-3.2162, 3.5755, 2.3881], [-2.4712, 2.6091, 1.7033], [-1.5605, 3.1444, 0.1982], [-0.9645, 4.8627, 0.6931], [-0.2416, 4.9584, 2.0344], [-0.0804, 5.4181, -0.4256], [-3.0638, 3.6121, -0.8793], [-4.2307, 2.6529, -0.6218], [-3.5725, 5.0520, -0.8449], [-2.7734, -1.3565, 0.5037], [-4.1336, -1.1508, 0.7536], [-5.1078, -2.0410, 0.3306], [-4.7352, -3.1870, -0.3538], [-3.4005, -3.3873, -0.6658], [-2.4172, -2.4773, -0.2729], [-0.6949, -2.6120, -0.9263], [0.0334, -4.0612, 0.0426], [-0.4556, -5.4639, -0.3066], [-0.1499, -3.8114, 1.5352], [-0.9700, -3.4681, -2.5765], [0.3863, -3.7130, -3.2430], [-1.9058, -2.7172, -3.5194], [-0.5022, 2.8775, 6.0376], [-1.2953, 1.4180, 5.4270], [-0.6776, 2.6207, 4.2960], [1.0204, 0.8890, 6.1517], [1.8384, 3.0225, 4.1138], [2.9765, 1.9906, 4.9671], [2.0018, 3.1590, 5.8718], [3.1794, -0.6020, 3.6905], [2.1366, -1.2333, 6.4919], [3.1640, 0.1472, 6.0690], [3.7583, -1.4959, 5.8613], [1.3976, -2.8447, 4.7267], [2.9799, -2.9793, 3.9564], [1.5606, -2.4836, 3.0147], [-0.1499, -1.0082, 6.2376], [-1.9269, -2.6576, 6.6395], [-3.2665, -3.4911, 4.7190], [-2.9416, -2.5475, 2.5075], [-3.4642, -0.0581, 3.5153], [-4.7630, 1.6278, 4.6641], [-4.5849, 4.0177, 3.9737], [-3.1697, 4.6111, 2.0787], [-1.8546, 5.4866, 0.7629], [0.6781, 4.3792, 2.0363], [-0.8663, 4.6242, 2.8605], [0.0269, 6.0029, 2.2166], [0.9043, 4.9511, -0.4021], [0.0605, 6.4938, -0.2940], [-0.5156, 5.2508, -1.4148], [-2.7088, 3.4368, -1.8919], [-4.7499, 2.9143, 0.3015], [-3.8989, 1.6187, -0.5409], [-4.9459, 2.7126, -1.4455], [-3.9911, 5.3153, 0.1283], [-4.3748, 5.1463, -1.5811], [-2.8003, 5.7729, -1.1132], [-4.4436, -0.2704, 1.3007], [-6.1511, -1.8463, 0.5468], [-5.4776, -3.9098, -0.6687], [-3.1364, -4.2629, -1.2443], [1.1054, -4.0145, -0.1818], [-1.5380, -5.5519, -0.1975], [-0.0010, -6.1671, 0.3945], [-0.1698, -5.7762, -1.3106], [-1.1965, -3.9344, 1.8136], [0.1509, -2.8042, 1.8248], [0.4411, -4.5251, 2.1136], [-1.4167, -4.4384, -2.3596], [1.0428, -4.3182, -2.6133], [0.2418, -4.2455, -4.1859], [0.8928, -2.7743, -3.4630], [-1.4909, -1.7527, -3.8003], [-2.8880, -2.5514, -3.0789], [-2.0377, -3.2976, -4.4361], [1.4676, 2.9063, -2.6027], [-0.3639, 3.0802, -3.6491], [-0.4543, 4.1057, -4.5497], [-1.6181, 4.2553, -5.3215], [-2.6306, 3.3490, -5.1896], [-2.5505, 2.2977, -4.2502], [-3.6242, 1.3832, -4.1243], [-3.5803, 0.4103, -3.1760], [-2.4769, 0.3351, -2.3012], [-1.3758, 1.1647, -2.3642], [-1.4067, 2.1549, -3.4045], [0.3722, 4.7923, -4.6757], [-1.6915, 5.0775, -6.0211], [-3.5214, 3.4260, -5.8017], [-4.4759, 1.4848, -4.7869], [-4.3957, -0.2955, -3.0662], [-2.5241, -0.4357, -1.5466], [1.6919, 2.1007, 1.0563], [2.9254, 3.1647, 0.2607], [3.7360, 3.8294, -0.2288], [4.5389, -0.1192, -5.9130], [3.2295, -0.1609, -5.1689], [2.0286, -0.0521, -5.8583], [0.8278, -0.1167, -5.1631], [-0.4751, 0.0541, -5.8996], [0.8576, -0.3153, -3.7934], [2.0434, -0.3892, -3.0406], [3.2312, -0.3092, -3.7889], [1.9202, -0.4992, -1.6536], [3.0335, -1.0734, -0.8605], [2.4875, -1.4154, 0.5395], [3.5749, -2.0439, 1.4185], [4.7360, -1.0611, 1.5777], [5.3074, -0.7429, 0.1957], [5.8026, -2.0300, -0.4711], [4.6393, -3.0183, -0.6018], [4.0826, -3.3372, 0.7844], [3.5326, -2.4043, -1.4621], [4.2113, -0.0994, -0.6585], [4.4612, 0.5007, -6.8057], [4.8286, -1.1250, -6.2265], [5.3360, 0.2762, -5.2834], [2.0249, 0.0791, -6.9349], [-1.3306, -0.2723, -5.3089], [-0.4673, -0.5012, -6.8387], [-0.6258, 1.1100, -6.1406], [-0.0783, -0.4451, -3.2701], [4.1970, -0.3343, -3.3127], [1.6464, -2.1089, 0.4390], [2.1278, -0.5121, 1.0434], [3.1512, -2.2681, 2.3971], [5.5075, -1.4948, 2.2219], [4.3840, -0.1365, 2.0472], [6.1354, -0.0353, 0.2935], [6.6018, -2.4776, 0.1280], [6.2155, -1.8059, -1.4600], [4.9903, -3.9384, -1.0795], [4.8613, -3.7799, 1.4135], [3.2671, -4.0649, 0.7058], [2.6826, -3.0935, -1.5259], [3.9015, -2.2644, -2.4751], [4.6364, 0.2215, -1.6075], [3.8509, 0.8017, -0.1613]],
  "forces_ev_per_a": [[0.9, 0.3, -1.3], [0.0, 0.0, 0.0], [0.0, -0.1, -0.2], [0.0, -0.1, 0.0], [-0.1, 0.0, 0.4], [-0.1, 0.1, -0.2], [0.0, 0.0, -0.1], [-0.4, 0.0, 0.5], [0.1, -0.1, -0.1], [-0.1, 0.0, 0.1], [0.0, 0.0, 0.1], [0.0, 0.0, 0.0], [0.0, 0.0, 0.0], [0.2, 0.1, -0.2], [-0.7, 0.0, 0.8], [0.2, 0.0, -0.1], [0.0, 0.0, 0.0], [0.0, -0.1, 0.0], [0.0, 0.1, 0.0], [0.0, 0.0, 0.1], [0.2, 0.0, 0.0], [-0.5, 0.2, 0.2], [0.3, -0.2, -0.1], [0.0, 0.1, 0.0], [-0.1, 0.0, 0.0], [0.1, -0.2, 0.0], [0.1, 0.0, -0.1], [0.1, -0.1, 0.0], [0.1, 0.1, 0.0], [0.0, 0.1, 0.0], [0.0, 0.0, 0.0], [0.0, 0.0, 0.0], [0.0, -0.1, 0.1], [0.1, 0.0, 0.0], [-0.8, -0.4, -0.1], [0.3, 0.3, 0.0], [0.0, 0.1, -0.1], [0.0, 0.0, -0.2], [0.2, 0.3, 0.0], [0.0, -0.1, 0.1], [0.0, 0.0, 0.1], [0.0, 0.0, 0.0], [0.0, 0.0, 0.0], [-0.1, 0.1, -0.1], [0.0, 0.0, 0.0], [0.0, 0.0, 0.0], [0.0, 0.0, 0.0], [0.0, 0.0, 0.0], [-0.1, 0.0, 0.1], [0.0, 0.0, 0.0], [0.0, 0.0, 0.0], [0.0, 0.0, 0.1], [-0.1, 0.0, 0.1], [-0.1, -0.1, 0.2], [0.0, 0.0, 0.4], [0.0, 0.0, 0.0], [0.0, 0.0, 0.0], [0.0, 0.0, 0.0], [0.0, 0.0, 0.0], [0.0, -0.1, 0.1], [0.0, 0.0, 0.0], [0.0, 0.0, 0.0], [0.0, 0.0, 0.0], [0.0, -0.1, 0.0], [0.0, 0.0, 0.0], [0.0, 0.0, 0.1], [0.0, 0.0, 0.0], [0.0, 0.0, 0.0], [0.0, 0.0, 0.0], [0.0, 0.0, 0.0], [0.0, 0.0, 0.0], [0.0, 0.0, 0.0], [0.0, -0.1, 0.0], [0.0, 0.0, 0.0], [0.0, 0.0, 0.0], [0.0, 0.0, 0.0], [0.0, 0.0, 0.0], [0.0, 0.0, 0.0], [0.0, 0.0, 0.0], [0.0, 0.0, 0.0], [0.0, 0.0, 0.0], [0.0, 0.0, 0.0], [0.0, 0.0, 0.0], [0.0, 0.0, 0.0], [0.0, 0.0, 0.0], [0.0, 0.0, 0.0], [-0.1, -0.1, -0.1], [0.0, 0.0, 0.0], [0.0, 0.0, 0.1], [0.0, 0.0, 0.0], [0.0, 0.0, 0.0], [0.0, 0.0, 0.0], [0.0, 0.0, 0.0], [0.0, 0.0, 0.0], [0.0, 0.0, 0.0], [-0.7, -0.1, 0.0], [0.6, 0.0, 0.2], [0.1, 0.0, 0.0], [-0.1, 0.0, 0.0], [0.0, 0.1, -0.1], [0.2, 0.0, 0.2], [-0.1, -0.1, 0.1], [-0.2, 0.1, -0.1], [0.4, 0.1, 0.1], [0.1, -0.3, 0.1], [-0.1, 0.1, -0.2], [0.0, 0.0, 0.0], [0.0, 0.0, 0.0], [0.0, 0.0, 0.0], [0.0, 0.0, 0.0], [0.0, 0.0, 0.0], [0.0, 0.0, 0.0], [-0.3, -0.6, 0.7], [0.3, 0.2, -0.7], [0.0, 0.0, 0.1], [-0.1, 0.0, 0.1], [0.0, 0.1, -0.1], [0.0, 0.0, 0.1], [0.0, 0.1, -0.1], [0.1, 0.0, 0.0], [0.2, -0.2, 0.2], [0.0, -0.1, -0.6], [0.1, 0.0, 0.2], [-0.4, 0.7, 0.6], [-0.1, -0.1, 0.0], [0.1, -0.1, -0.1], [0.1, 0.0, 0.2], [0.0, 0.0, -0.2], [0.1, 0.0, 0.0], [-0.1, 0.0, 0.0], [0.0, -0.1, 0.0], [0.0, 0.1, -0.1], [-0.1, 0.1, 0.0], [0.0, 0.0, 0.0], [0.0, 0.0, 0.0], [0.0, 0.0, 0.0], [0.0, 0.0, 0.0], [0.0, 0.0, 0.0], [0.0, 0.0, 0.0], [0.0, 0.0, 0.0], [0.0, 0.0, 0.0], [0.0, -0.1, -0.1], [0.0, -0.1, 0.1], [0.1, 0.1, 0.0], [0.0, 0.0, 0.0], [0.6, 0.2, -1.0], [0.0, 0.0, 0.0], [0.0, 0.0, 0.0], [0.0, 0.0, 0.0], [0.0, 0.0, 0.0], [0.0, 0.0, 0.0], [0.0, 0.0, 0.0], [0.0, 0.0, 0.0], [0.0, 0.0, 0.0], [0.0, 0.0, 0.0], [0.0, 0.0, -0.1], [0.0, 0.0, 0.0], [0.0, 0.0, 0.0]],
  "mulliken_charge": [-2.0499, -1.6433, 0.5075, -1.4280, 1.2429, 1.5925, -1.7810, -2.2348, -0.2263, -0.0756, -1.1111, -0.8849, 0.2372, 0.5697, -0.7272, 0.3254, 0.3137, -1.0890, -1.1069, -0.3143, -0.4048, 1.5989, 0.4979, -1.3755, -1.4412, 2.0615, -2.0366, -1.8662, -0.3108, 0.7602, -1.4311, -0.9189, -0.3455, 0.9557, 1.7110, 1.3918, -1.8702, -0.5603, 0.0150, -1.6435, -1.6698, 0.6026, 0.2695, 0.1616, 0.7725, 0.0264, 0.2801, 0.5094, -0.4027, 0.2412, 0.3866, 0.5062, 0.4636, 0.8311, 0.3032, 0.3109, 0.4122, 0.4738, 0.1009, 0.3957, 0.4166, 0.4630, 0.1738, 0.7300, -0.0701, 0.2454, 0.5912, 0.0702, 0.4933, 0.2019, -0.7138, 0.5087, 0.1887, 0.4816, 0.3133, 0.4897, 0.3739, 0.4785, 0.4567, 0.4130, 0.3124, -0.6287, 0.2686, 0.5221, 0.3599, 0.5220, -1.0018, 0.6273, 1.1400, 0.2524, 0.6364, 0.0159, -0.0884, 0.1867, 0.6511, 0.3644, 0.1846, -0.5939, -1.0826, -1.2864, 1.6950, -1.5417, -0.8489, 0.7947, 0.2272, 1.1083, 0.5349, 0.4004, 0.4482, 0.4318, 0.4437, -0.6690, -0.3040, 0.0335, -0.6381, -1.8983, 0.4102, -0.8586, 1.2536, -1.7796, 0.1499, 1.0472, -0.4427, 0.6044, 1.5909, 0.9523, 1.4097, -1.6205, 0.2985, -1.7310, 0.4023, -1.8214, -0.5290, -0.6365, 0.4226, 0.2932, 0.4026, 0.4627, 0.1221, 0.5733, 0.2384, -0.5872, 0.1812, -0.7779, -0.8055, -0.9497, 0.4106, 0.4705, 0.3751, 0.6047, 0.5804, 0.3463, 0.6170, 0.3304, -1.0033, 1.1515, 0.6834, -0.6065]
}